Entry 1:
This record from the Open Molecules 2025 dataset describes a structure of composition C17H29BBr13I2O2. The level of theory is the ωB97M-V functional and the def2-TZVPD basis.

```
64
Properties=species:S:1:pos:R:3:forces:R:3
C -2.43241 0.06435 6.92524 -0.20 -0.22 -0.44
C -3.19343 -1.19048 6.49089 0.46 0.32 -0.07
C -3.32704 -1.25329 4.95539 -0.19 -0.54 0.55
C -2.83609 -2.57992 4.37780 -0.11 -0.18 -0.30
C -2.59332 -2.52166 2.86880 -0.03 0.48 0.09
C -1.19891 -1.99861 2.52199 0.00 0.12 -0.20
C -0.97174 -1.90927 1.01672 -1.43 -0.08 -0.25
O -0.35690 -0.74600 0.56604 0.34 -0.42 0.12
B -0.09763 -0.99977 -0.89250 0.58 0.59 -0.02
C -1.17130 -0.38015 -1.95372 0.51 -0.26 -0.32
C -0.54690 0.61851 -2.96307 -0.66 -0.14 0.17
O -0.03118 -2.53433 -0.97295 -0.02 0.03 0.17
C -0.27848 -3.05556 0.23982 0.24 0.10 -0.13
Br -1.63115 -4.53714 -0.05299 -0.89 0.40 0.10
C 1.01635 -3.63663 0.91895 0.26 -0.29 -0.96
I 1.18750 -5.75519 0.65318 0.05 -0.70 0.48
C 2.23712 -2.89431 0.33550 0.52 -0.15 0.83
C 2.64929 -1.73808 1.23538 -0.09 0.40 -0.15
I 4.04396 -4.13758 0.12570 -0.50 1.10 -0.16
H -1.43860 0.02607 6.48013 0.16 0.07 0.13
H -2.92176 0.94155 6.50285 -0.04 0.19 0.20
H -2.34747 0.15652 8.00486 0.01 0.08 0.09
H -2.61717 -2.05096 6.83202 -0.14 -0.18 0.09
H -4.16886 -1.22526 6.97338 -0.07 -0.06 0.05
H -2.79518 -0.41821 4.50171 0.01 0.08 -0.09
H -4.38797 -1.17510 4.71703 0.00 0.31 -0.31
H -3.59229 -3.34098 4.58024 0.01 -0.09 0.16
H -1.92612 -2.89984 4.89071 0.09 -0.01 0.02
H -3.28990 -1.78241 2.46135 -0.18 -0.13 -0.15
H -2.81602 -3.45779 2.36466 0.15 -0.19 0.08
H -0.43527 -2.58295 3.03742 0.09 0.06 0.09
H -1.16592 -0.96664 2.87392 0.37 0.03 0.17
H -1.98706 -1.92696 0.58489 -0.06 -0.04 -0.03
H 1.04993 -0.57358 -1.12060 -0.13 -0.03 -0.14
H -2.03430 0.08063 -1.46935 -0.03 -0.02 0.17
H -1.54870 -1.21639 -2.54700 -0.23 -0.11 0.13
H 0.48221 0.86488 -2.71057 0.07 0.13 0.03
H -1.15501 1.52387 -2.99747 0.21 0.24 -0.09
H -0.56454 0.20194 -3.97057 0.16 0.02 -0.11
H 1.02370 -3.50327 1.99242 -0.23 -0.08 0.09
H 2.04769 -2.55089 -0.67024 0.01 -0.18 -0.16
H 2.53141 -1.98669 2.28899 0.10 -0.10 0.09
H 2.02596 -0.86966 1.01903 -0.20 -0.08 0.01
H 3.68011 -1.44991 1.05723 0.08 0.05 0.00
C 1.29858 3.98181 -4.96861 -0.02 0.09 -0.03
Br 0.50144 4.37656 -3.26608 -0.01 0.02 0.06
Br 2.87265 2.90089 -4.78234 0.00 -0.02 0.01
Br 0.02655 3.18058 -6.16682 -0.01 -0.13 -0.06
H 1.59972 4.92212 -5.40674 -0.01 0.02 -0.02
C -1.79449 6.43734 -7.82972 0.00 -0.11 0.04
Br -0.20679 6.92543 -8.79886 0.02 0.02 -0.02
Br -1.54658 6.62193 -5.94014 0.00 0.06 0.03
Br -3.33148 7.41869 -8.44515 -0.01 0.03 -0.02
H -1.98083 5.39233 -8.03106 0.01 -0.02 -0.02
C 8.38350 -6.25887 -0.60368 -0.13 0.01 0.04
Br 9.30814 -5.10796 -1.83895 0.02 0.01 -0.01
Br 9.46824 -6.63994 0.94354 0.01 0.00 0.01
Br 6.65996 -5.53821 -0.11759 1.04 -0.52 -0.10
H 8.21835 -7.19796 -1.11020 0.00 -0.02 -0.01
C -0.46642 9.89409 -3.09499 -0.02 -0.02 0.03
Br 1.02194 11.11253 -3.11915 0.02 0.02 -0.01
Br -1.65820 10.20586 -4.57068 0.01 0.03 0.01
Br 0.11894 8.06479 -3.01568 0.00 -0.02 -0.01
H -1.02298 10.08971 -2.19089 -0.01 0.02 0.02
```
Positions in Å, forces in eV/Å.

## Properties
total charge	-1
frontier orbital gap	0.2314	Ha
E_tot	-949625.5337	eV


Entry 2:
This record from the Open Molecules 2025 dataset describes a structure of composition C17H29Br30NO2. The level of theory is the ωB97M-V functional and the def2-TZVPD basis.

```
79
Properties=species:S:1:pos:R:3:forces:R:3
C 3.20430 -4.14333 -1.45513 -0.01 1.33 0.86
N 3.05753 -2.57885 -1.13091 0.51 -0.45 -2.61
C 4.12739 -1.82533 -2.00644 0.45 -1.67 1.82
C 1.73127 -2.06067 -1.75993 0.01 -0.52 2.60
C 3.18843 -2.37178 0.41431 0.71 -1.32 -1.25
C 3.95306 -1.13392 0.80266 -2.61 1.00 -0.53
O 3.27206 0.00367 0.22326 2.21 -0.41 -0.30
H 4.21656 -4.49520 -1.25614 0.10 0.51 0.33
H 3.02114 -4.41642 -2.49434 -0.47 0.65 0.00
H 2.52474 -4.66761 -0.78324 -0.10 0.14 -0.16
H 4.16259 -2.45912 -2.89254 0.04 0.84 -0.31
H 5.06826 -1.93313 -1.46678 0.15 -0.33 -0.22
H 4.01461 -0.74334 -2.07485 -0.89 -0.33 -0.28
H 1.71002 -1.00035 -1.50823 -0.01 -0.06 -0.49
H 0.96103 -2.50200 -1.12743 -0.27 -0.07 -0.14
H 1.55202 -2.34326 -2.79730 0.69 0.12 0.07
H 3.84911 -3.16619 0.76144 -0.18 -0.56 -0.20
H 2.19297 -2.56425 0.81444 0.00 0.77 0.14
H 4.99108 -1.20889 0.47862 -0.11 0.38 0.18
H 3.82533 -1.09518 1.88445 0.65 0.07 0.23
H 2.45727 0.06847 0.72677 -1.80 -0.19 0.54
C -1.61030 -0.64176 0.61100 -0.48 0.64 0.92
C -0.39260 0.23265 0.79294 1.65 -0.81 0.61
O 0.69525 -0.43255 1.38842 0.61 -0.55 -0.29
H -2.47088 -0.03015 0.33997 -0.07 -0.06 -0.71
H -1.91891 -1.01481 1.58756 0.19 -0.60 0.17
H -1.43480 -1.46485 -0.08170 -0.10 0.00 -0.03
H -0.55102 1.08832 1.44931 -0.90 0.61 -0.25
H -0.10963 0.56622 -0.20545 -0.01 0.62 -0.39
C -2.90588 6.25852 0.28326 -0.66 -0.07 -0.50
Br -2.72747 6.76988 -1.64356 -0.24 -0.27 1.27
Br -3.25172 4.29736 0.44148 0.28 1.70 0.02
Br -4.29580 7.36762 1.24345 1.13 -1.00 -0.86
H -1.94350 6.49881 0.73515 -0.37 -0.23 0.01
C -5.55197 0.08716 -1.96955 0.70 -0.19 0.29
Br -4.15472 1.54378 -2.04935 -1.10 -1.24 -0.17
Br -4.80660 -1.67257 -1.46503 -0.17 0.90 -0.14
Br -6.59188 -0.09306 -3.59206 0.38 0.26 0.29
H -6.23237 0.32267 -1.15119 0.23 0.22 -0.32
C 2.33976 2.88175 1.93260 -1.20 1.66 0.97
Br 1.41428 2.99693 3.74080 1.28 -0.20 -1.18
Br 4.27414 3.55595 1.98514 -2.22 -0.95 -0.17
Br 1.08567 3.97481 0.77405 1.32 -1.09 0.08
H 2.14570 1.84505 1.65748 0.75 0.12 -0.17
C -3.79282 0.95243 3.15105 -0.90 0.36 -0.22
Br -4.93067 -0.35910 4.09045 0.73 0.76 -0.28
Br -3.43556 2.60556 4.15833 -0.06 -1.04 -0.27
Br -4.71150 1.47751 1.47152 0.40 -0.45 0.76
H -2.86166 0.45792 2.87448 -0.15 0.23 0.15
C 0.46082 7.21171 3.17273 0.55 -0.13 0.54
Br 0.76589 8.08018 4.97154 -0.51 -0.72 -1.39
Br -0.85739 5.71483 3.24976 0.94 1.18 0.10
Br 2.25795 6.77650 2.42820 -1.20 0.19 0.58
H 0.03646 7.94194 2.48368 0.09 -0.08 0.45
C -3.02458 -1.16622 -5.87731 0.66 -0.24 -0.26
Br -1.66272 0.25680 -6.15552 -0.89 -0.76 0.07
Br -2.55456 -2.26989 -4.37028 -0.26 0.81 -0.04
Br -3.13949 -2.36043 -7.44360 -0.08 0.78 0.48
H -4.00143 -0.73384 -5.66072 0.31 0.09 -0.31
C 0.55844 2.57547 -4.14116 0.94 -0.02 0.65
Br 1.66910 2.27732 -5.73460 -0.72 0.14 0.53
Br 0.45500 4.43567 -3.64154 -0.06 -0.11 -0.28
Br 1.40201 1.62314 -2.60705 -0.61 0.25 -0.78
H -0.46708 2.23870 -4.29275 0.43 -0.25 -0.04
C -1.39084 -5.04242 -2.43350 -0.41 -0.82 -0.34
Br -3.26359 -5.41047 -1.87894 0.97 0.02 -0.62
Br -1.03864 -5.12013 -4.41688 -0.12 -0.60 1.64
Br -0.17167 -6.32363 -1.49106 -0.78 1.20 -0.65
H -1.30586 -3.99909 -2.12963 0.71 -0.36 0.08
C -0.51354 -3.46533 2.81568 -0.91 -0.22 -0.69
Br -1.80024 -4.32901 1.55306 0.24 -0.36 0.70
Br 0.97565 -4.67321 3.34195 -1.22 0.92 -0.45
Br -1.50428 -2.58358 4.27622 0.89 -0.66 -0.78
H -0.24313 -2.72808 2.05974 1.05 0.58 0.96
C 1.88145 -0.48530 5.04666 0.85 0.12 1.17
Br 2.13539 -2.28719 5.88346 -0.54 1.19 -0.56
Br 3.71264 0.19542 4.74793 -0.76 -0.06 -0.05
Br 0.87837 0.73138 6.26971 0.53 -1.06 -0.69
H 1.39657 -0.51663 4.07095 -0.20 -0.21 0.12
```
Positions in Å, forces in eV/Å.

## Properties
frontier orbital gap	0.2269	Ha
E_tot	-2124950.5598	eV


Entry 3:
This record from the Open Molecules 2025 dataset describes a structure of composition C17H29Cl2N2O4Tl. The level of theory is the ωB97M-V functional and the def2-TZVPD basis.

```
55
Properties=species:S:1:pos:R:3:forces:R:3
O 0.44717 -1.22552 -5.34084 0.67 -0.78 -0.80
C 1.17007 -1.98654 -5.95661 -0.44 0.48 0.34
C 0.77211 -3.32744 -6.46547 -0.42 -0.08 0.16
C -0.52696 -3.80397 -6.23646 0.19 -0.29 -0.21
H -1.23810 -3.18651 -5.68935 0.24 -0.10 -0.11
C -0.88776 -5.06371 -6.71390 0.21 0.10 -0.04
H -1.89325 -5.44285 -6.54125 0.21 0.07 -0.03
C 0.04092 -5.84213 -7.41505 0.25 0.41 0.11
H -0.24123 -6.82365 -7.78664 0.04 0.15 0.06
C 1.33701 -5.35673 -7.63941 -0.36 -0.31 -0.03
H 2.05739 -5.96351 -8.18499 -0.16 0.12 0.11
C 1.69807 -4.10493 -7.16576 -0.22 0.22 0.18
H 2.69870 -3.71228 -7.33014 -0.09 -0.08 0.00
H 2.22248 -1.72165 -6.20427 -0.15 0.12 0.15
C 1.97102 -2.27623 0.30051 1.11 -1.45 -0.03
C 1.55848 -1.09418 1.00701 -2.12 2.03 -0.67
H 2.64511 -2.85034 0.93630 0.21 -0.50 -0.22
H 2.49431 -2.01354 -0.62617 -0.06 -0.04 0.14
H 1.12711 -2.91195 0.00978 0.05 0.14 0.09
C 1.93368 -0.51571 2.11862 1.44 -0.89 0.99
C 3.02834 -1.06659 2.98663 0.40 -0.18 0.46
H 1.52201 0.41231 2.48633 -0.15 0.25 -0.12
H 3.39654 -2.04740 2.64392 -0.18 0.42 0.12
H 2.68446 -1.18239 4.02156 0.11 -0.02 -0.05
H 3.88548 -0.38300 3.01082 -0.02 -0.07 0.05
Tl -0.02485 -0.05067 -0.11175 0.86 -1.36 0.78
Cl -1.63898 -1.81096 0.09933 -1.71 -1.23 0.02
Cl 0.81081 -0.46984 -2.24270 0.69 -0.07 -2.67
H -3.32764 -0.01404 -3.85088 0.17 0.00 0.17
H -5.36978 -0.20342 -2.34688 0.12 -0.01 0.13
C -2.68785 -0.15381 -2.97024 0.08 -0.05 -0.11
C -4.67907 -0.36355 -1.51178 -0.06 0.04 0.12
N -3.40828 0.29161 -1.78675 0.01 0.15 0.54
H -1.76450 0.41975 -3.06226 -0.16 -0.16 -0.07
C -2.81615 1.01479 -0.83951 0.91 0.14 -0.35
O -1.64285 1.48229 -0.92173 -1.55 -0.25 0.09
H -5.11431 0.05845 -0.59697 0.09 -0.16 -0.27
H -3.42555 1.18122 0.06651 0.15 -0.01 -0.31
H -2.43111 -1.21856 -2.86790 -0.03 0.29 0.02
H -4.52504 -1.44259 -1.36990 0.03 0.27 -0.01
H 2.36138 5.00819 0.44655 0.04 -0.22 -0.06
H 1.70886 5.36884 -2.07370 0.06 -0.15 -0.04
C 2.70851 4.01155 0.14317 0.01 0.13 -0.12
C 2.07580 4.35018 -2.24230 0.04 0.03 -0.16
N 1.95913 3.56408 -1.02694 0.69 1.16 -0.69
H 2.55883 3.29844 0.95132 0.05 0.12 -0.12
C 1.22512 2.48885 -1.01330 -0.41 -1.49 2.85
O 1.12411 1.83614 0.08681 0.09 2.07 -2.06
H 1.47806 3.87588 -3.02947 0.19 0.18 0.17
H 0.71637 2.18204 -1.93643 0.13 0.05 0.25
H 3.77483 4.07945 -0.11014 -0.24 -0.06 0.05
H 3.12228 4.39734 -2.56387 -0.17 0.01 0.02
O -0.92707 0.52982 1.95377 -1.28 0.83 0.57
H -0.67776 -0.21992 2.50842 0.30 0.21 0.10
H -0.45446 1.33447 2.18616 0.18 -0.17 0.50
```
Positions in Å, forces in eV/Å.

## Properties
frontier orbital gap	0.2686	Ha
E_tot	-59007.1419	eV


In order of appearance, F_max = 1.45; 2.85; 3.24 eV/A.